A.
{"formula": "C5H11NO2S", "method": "wB97M-V/def2-TZVPD", "symbols": ["C", "C", "C", "C", "C", "N", "O", "O", "S", "H", "H", "H", "H", "H", "H", "H", "H", "H", "H", "H"], "positions_angstrom": [[-0.7401, -1.1640, 0.0702], [0.6233, -1.2313, -0.5458], [-1.4673, 0.1624, -0.1220], [-2.5103, 0.4429, 0.9034], [2.7140, -0.0572, -0.1791], [1.3352, -0.0796, 0.1123], [0.3950, 2.4625, -0.3777], [-1.2810, 0.9369, -1.0448], [0.7391, 1.3039, 0.7598], [-1.5199, -1.8586, -0.2356], [-0.5867, -1.2911, 1.2383], [1.2309, -2.1921, -0.4580], [0.5263, -1.0502, -1.6119], [-3.4803, 0.0875, 0.3496], [-2.4354, 1.5422, 1.0115], [-2.4586, -0.0456, 1.8602], [3.1133, -1.0808, -0.2873], [2.9153, 0.4993, -1.0732], [3.2307, 0.4803, 0.6149], [-0.3433, 2.1325, -0.9848]], "mulliken_charge": [-0.726, -0.417, 0.807, -1.284, -0.966, 0.017, -0.516, -0.756, 0.055, 0.392, 0.287, 0.449, 0.258, 0.303, 0.303, 0.368, 0.333, 0.337, 0.291, 0.466], "smiles": "CC(=O)CCN(C)SO", "e_lumo_ev": 0.7534, "charge": 0, "orbital_gap_ev": 9.2526, "homo_ha": -0.3123}

=====

B.
{"formula": "C5H11NO2S", "method": "wB97M-V/def2-TZVPD", "symbols": ["C", "C", "C", "C", "C", "N", "O", "O", "S", "H", "H", "H", "H", "H", "H", "H", "H", "H", "H", "H"], "positions_angstrom": [[2.1348, -1.5588, 0.0243], [-0.7689, 0.8562, 0.6515], [0.2673, 0.2850, -1.3920], [-0.6896, -1.3729, 0.0746], [1.2843, -0.2812, 0.6080], [-0.0087, -0.1689, -0.0186], [2.1125, -2.1714, 1.0837], [2.4500, -1.6549, -1.1054], [2.2020, 2.2160, 0.4856], [-0.8728, 0.6725, 1.7768], [-0.2985, 1.8580, 0.5846], [-1.7928, 0.9633, 0.1487], [1.0390, -0.3226, -1.7845], [-0.5354, 0.1134, -2.0510], [0.4230, 1.4200, -1.2691], [-1.7138, -1.2912, -0.3535], [-0.1267, -2.1423, -0.3835], [-0.7759, -1.7377, 1.1600], [1.3138, -0.3080, 1.6546], [2.2967, 2.1301, 1.8637]], "mulliken_charge": [0.393, -0.749, -0.683, -0.901, -0.428, -0.038, -0.586, -0.618, -0.287, 0.310, 0.363, 0.347, 0.291, 0.392, 0.349, 0.369, 0.445, 0.343, 0.560, 0.128], "e_lumo_ev": [-1.0183, -1.0189], "charge": 0, "orbital_gap_ev": [7.5479, 7.5474], "homo_ha": [-0.3148, -0.3148]}

=====

Order from most stable to least stable according to the calculation: A, B

=====

A.
{"formula": "C5H9O7", "method": "wB97M-V/def2-TZVPD", "symbols": ["H", "C", "O", "C", "C", "C", "C", "O", "O", "O", "O", "O", "O", "H", "H", "H", "H", "H", "H", "H", "H"], "positions_angstrom": [[-0.4616, 2.0733, 1.6506], [-1.9254, -0.9361, 0.4848], [-2.9131, -1.4823, 0.7987], [-0.4493, -1.1672, 0.2326], [0.4396, -0.1006, -0.4486], [1.9019, -0.3634, -0.0933], [0.2992, -0.0446, -1.9736], [0.5823, 1.3031, -2.3345], [0.9335, 1.3350, -3.7895], [0.0719, 1.2263, -0.0395], [0.1873, 1.3486, 1.4343], [0.0396, -1.4324, 1.5466], [-0.9617, -1.0389, 2.5648], [-0.3614, -2.1300, -0.2908], [2.1704, -1.4082, -0.2573], [2.5463, 0.2816, -0.6962], [2.0253, -0.1113, 0.9564], [0.9687, -0.7279, -2.5303], [-0.7411, -0.2342, -2.2935], [1.4522, 2.1691, -3.8009], [-0.6766, -1.5582, 3.3604]], "mulliken_charge": [0.321, -0.074, -0.359, -0.199, 1.826, -1.777, -0.828, -0.205, -0.406, -0.335, -0.358, -0.232, -0.383, 0.453, 0.379, 0.433, 0.395, 0.294, 0.395, 0.321, 0.338], "multiplicity": 2, "e_lumo_ev": [0.5788, 0.4887], "charge": 0, "orbital_gap_ev": [7.7113, 10.2406], "homo_ha": [-0.2621, -0.3584], "s_squared": 0.75}

=====

B.
{"formula": "C5H9O7", "method": "wB97M-V/def2-TZVPD", "symbols": ["C", "C", "C", "C", "O", "O", "O", "C", "O", "O", "O", "O", "H", "H", "H", "H", "H", "H", "H", "H", "H"], "positions_angstrom": [[1.3272, 0.9487, -0.3130], [0.2921, -0.1728, -0.1811], [0.5681, -1.0653, 1.0471], [0.7135, -0.4167, 2.3920], [0.7753, 0.7871, 2.6528], [1.7825, -1.6883, 0.7069], [2.3512, -2.2291, 1.9525], [-1.0549, 0.3903, -0.2132], [-1.7659, 0.2218, -1.2922], [-1.9666, 3.2363, -4.2446], [-1.8100, 2.5455, -3.2309], [0.4195, -1.1166, -1.2545], [1.2623, 1.6755, 0.5050], [2.3324, 0.4963, -0.2948], [1.1536, 1.4866, -1.2627], [-0.1929, -1.8575, 1.1155], [0.7808, -1.2011, 3.1704], [2.5112, -3.1572, 1.6694], [-1.4266, 1.0266, 0.5777], [-2.5578, 0.8173, -1.2665], [-0.1839, -0.8154, -1.9695]], "mulliken_charge": [-1.618, 1.383, 0.077, -0.042, -0.500, -0.222, -0.433, -0.844, -0.481, -0.080, 0.082, -0.639, 0.339, 0.331, 0.383, 0.426, 0.337, 0.329, 0.435, 0.377, 0.360], "multiplicity": 2, "e_lumo_ev": [0.4723, -1.1583], "charge": 0, "orbital_gap_ev": [10.2841, 5.7683], "homo_ha": [-0.3606, -0.2545], "s_squared": 1.76}

=====

Order from most stable to least stable according to the calculation: B, A

=====

A.
{"formula": "C8H12N2O2", "method": "wB97M-V/def2-TZVPD", "symbols": ["C", "O", "C", "C", "C", "C", "C", "N", "C", "O", "C", "N", "H", "H", "H", "H", "H", "H", "H", "H", "H", "H", "H", "H"], "positions_angstrom": [[0.2937, -1.5156, 2.7573], [-0.5844, -0.4134, 2.9054], [-0.7697, 0.3758, 1.7472], [-0.8269, -0.3850, 0.4250], [-1.2156, 0.5554, -0.7360], [-0.0344, 1.1560, -1.5089], [0.7778, 2.0625, -0.6879], [1.4181, 2.7243, -0.0035], [0.8635, 0.0943, -2.2321], [0.1758, -1.1132, -2.4995], [2.0614, -0.2593, -1.4480], [2.8759, -0.5546, -0.6961], [1.1935, -1.2700, 2.1893], [-0.2341, -2.3668, 2.3176], [0.6047, -1.8125, 3.7587], [-1.7445, 0.8596, 1.8686], [-0.0364, 1.1873, 1.7013], [0.1212, -0.8524, 0.1631], [-1.5561, -1.1931, 0.4975], [-1.8133, -0.0101, -1.4508], [-1.8638, 1.3588, -0.3809], [-0.4460, 1.7877, -2.3027], [1.1998, 0.5209, -3.1816], [-0.4601, -0.9366, -3.2031]], "mulliken_charge": [-0.673, -0.374, -0.469, -0.492, -1.093, 0.501, -0.073, -0.477, -0.028, -0.525, 0.054, -0.479, 0.292, 0.257, 0.256, 0.263, 0.305, 0.274, 0.404, 0.388, 0.480, 0.411, 0.441, 0.358], "smiles": "COCCC[C@@H](C#N)[C@H](O)C#N", "e_lumo_ev": -0.0119, "charge": 0, "orbital_gap_ev": 9.6049, "homo_ha": -0.3534}

=====

B.
{"formula": "C8H12N2O2", "method": "wB97M-V/def2-TZVPD", "symbols": ["C", "C", "C", "C", "C", "C", "C", "C", "H", "H", "H", "H", "H", "H", "H", "H", "H", "H", "H", "H", "N", "N", "O", "O"], "positions_angstrom": [[2.4036, 1.7145, 0.6227], [-0.4419, 0.1686, -0.8016], [-1.8080, 0.6779, -1.1669], [-2.7525, 0.8913, -0.0804], [-2.9780, -0.5020, 0.7083], [-0.0671, -1.2175, -0.9826], [1.2412, -1.5010, -0.5127], [2.1394, -0.5549, 0.0170], [1.7306, 1.9338, 1.5367], [3.3254, 1.5808, 0.8307], [2.6398, 2.4314, -0.1133], [-1.4040, 1.5803, -1.8082], [-2.0560, -0.1957, -2.0139], [-2.2834, 1.6898, 0.6955], [-3.7512, 1.0502, -0.5099], [-4.1691, -0.1206, 1.2554], [-2.9178, -1.2438, 0.1686], [-1.1373, -0.9793, 1.2962], [-0.7598, -1.7337, -1.5180], [1.6082, -2.6506, -0.7252], [1.5177, 0.6917, 0.1191], [0.3063, 1.0087, -0.4049], [-1.9536, -0.7765, 1.6012], [3.2018, -0.8870, 0.4092]], "mulliken_charge": [-1.182, 0.331, -0.701, -0.502, -0.677, -0.279, -0.312, 0.370, 0.306, 0.496, 0.366, 0.272, 0.295, 0.298, 0.400, 0.213, 0.579, 0.341, 0.486, 0.223, 0.392, -0.580, -0.514, -0.621], "e_lumo_ev": -0.1396, "charge": 0, "orbital_gap_ev": 9.0210, "homo_ha": -0.3366}

=====

Order from most stable to least stable according to the calculation: A, B